#i
The following is a quantum chemistry calculation of the molecule C3H11N3S, from the Open Molecules 2025 dataset.

Last column: Löwdin charge in e.
Cartesian coordinates (Å):
C (-1.307, 1.285, -0.261)  -0.112
C (-0.551, 0.050, -0.703)  -0.499
C (-1.224, -1.256, -0.337)  -0.113
S (1.145, 0.089, 0.002)  0.721
N (1.639, 1.518, -0.169)  -0.254
N (2.161, -1.084, -0.662)  -0.243
N (0.752, -0.289, 1.643)  -0.116
H (-1.596, 1.201, 0.782)  0.075
H (-0.670, 2.157, -0.388)  0.059
H (-2.203, 1.414, -0.864)  0.085
H (-0.351, 0.091, -1.775)  0.122
H (-1.381, -1.313, 0.737)  0.068
H (-0.605, -2.096, -0.643)  0.069
H (-2.188, -1.337, -0.837)  0.084
H (2.615, 1.578, -0.401)  0.005
H (1.831, -1.985, -0.345)  -0.055
H (1.584, -0.557, 2.150)  0.053
H (0.349, 0.534, 2.072)  0.050

Properties
SMILES string   CC(C)S(=N)(=N)N
Charge   0
LUMO   0.86 eV

=====

#ii
The following is a quantum chemistry calculation of a cluster of 2 separate species, C3H11N3S in total, from the Open Molecules 2025 dataset.

Last column: Löwdin charge in e.
Cartesian coordinates (Å):
C (1.052, 0.601, -2.825)  -0.096
C (-1.082, -0.500, -2.077)  -0.017
C (-0.129, 0.392, -1.874)  -0.237
N (1.320, -0.629, 2.479)  -0.198
N (-0.959, -0.907, 1.346)  -0.351
N (-0.830, 0.924, 3.001)  -0.196
S (0.068, 0.187, 1.594)  0.826
H (0.870, -0.041, -3.664)  0.057
H (1.354, 1.564, -3.101)  0.044
H (1.889, 0.152, -2.246)  0.089
H (1.113, -1.543, 2.800)  0.024
H (-1.656, -0.891, -1.258)  0.024
H (-1.210, -1.032, -3.023)  0.067
H (0.185, 0.818, -0.922)  0.033
H (1.648, -0.045, 3.181)  -0.010
H (-1.039, -1.135, 0.379)  -0.073
H (-1.141, 1.907, 3.070)  0.042
H (-1.455, 0.179, 3.139)  -0.026

Properties
Charge   0
LUMO   0.87 eV

=====

Most stable to least stable: #i, #ii